Record 1
The following is a quantum chemistry calculation of an isolated ion of composition C2H4N3O2S3 and charge -1, from OMol25.

The geometry in ORCA input format:
```
! RIJCOSX wB97M-V def2-TZVPD def2/J DEFGRID3
* xyz -1 1
N 1.16715 -1.84984 -0.52134
C 0.46762 -1.58037 0.63410
S 0.62231 -2.36383 2.07948
N -0.41500 -0.51693 0.53520
S -1.07459 -0.07723 2.12168
N -0.42043 0.31712 -0.54360
S -2.05357 0.80527 -1.16130
C 0.52689 1.52123 -0.49347
O 1.66114 1.33513 -0.07558
O 0.04024 2.53875 -1.02496
H 0.74441 -1.34327 -1.30222
H 2.14203 -1.67069 -0.34541
H -1.86342 0.85825 1.53944
H -1.54478 2.02641 -1.44204
*
```

Values from the calculation:
* highest occupied orbital energy: -4.86 eV
* DFT total energy: -1587.95846 Ha
* SMILES: NC(=S)N(S)N(S)C(=O)[O-]
* energy relative to the best compared isomer or geometry (same formula, charge and spin): 44.8 kcal/mol

***

Record 2
The following is a quantum chemistry calculation of one molecule with the formula C2H4N4, from OMol25.

The geometry in ORCA input format:
```
! RIJCOSX wB97M-V def2-TZVPD def2/J DEFGRID3
* xyz 0 1
N 0.08017 0.60833 -1.68263
C -0.03732 0.22529 -0.35783
N -0.29562 0.98171 0.68496
C -0.30136 0.06970 1.70347
N -0.06558 -1.17443 1.36364
N 0.11864 -1.06067 0.01781
H 0.92709 0.25580 -2.11126
H 0.02205 1.61343 -1.77774
H -0.47354 0.35110 2.73405
H 0.02546 -1.87026 -0.57448
*
```

Values from the calculation:
* highest occupied orbital energy: -9.14 eV
* DFT total energy: -297.64180 Ha
* SMILES: Nc1ncn[nH]1
* energy relative to the best compared isomer or geometry (same formula, charge and spin): 1.6 kcal/mol

***

Record 3
The following is a quantum chemistry calculation of C2H4N4 as an isolated structure, from OMol25.

The geometry in ORCA input format:
```
! RIJCOSX wB97M-V def2-TZVPD def2/J DEFGRID3
* xyz 0 1
C 0.24970 -0.42596 -1.48820
N 0.03375 -0.01591 -0.10827
N 0.97809 -0.12828 0.80903
C 0.33929 0.12705 1.97632
N -0.98459 0.43125 1.63082
N -1.12168 0.39505 0.29614
H 1.25101 -0.11570 -1.78360
H -0.51081 0.04384 -2.10984
H 0.16693 -1.51252 -1.54953
H -0.40169 1.20118 2.32713
*
```

Values from the calculation:
* highest occupied orbital energy: -9.63 eV
* DFT total energy: -297.45649 Ha
* energy relative to the best compared isomer or geometry (same formula, charge and spin): 117.9 kcal/mol

***

Record 4
The following is a quantum chemistry calculation of a 2-piece molecular cluster, C2H4N4 overall, from OMol25.

The geometry in ORCA input format:
```
! RIJCOSX wB97M-V def2-TZVPD def2/J DEFGRID3
* xyz 0 1
C 1.27920 0.90518 0.46113
C 0.04138 1.66481 0.66995
N -1.36187 -1.89796 -0.47482
N -1.99663 -2.06238 0.45402
N -0.95451 -1.65178 -1.56172
N -0.05277 0.80234 -0.18693
H 2.26965 1.10396 -0.02645
H 1.33199 0.08842 1.19927
H -0.43802 2.35809 1.33930
H -0.11841 -1.31070 -1.87374
*
```

Values from the calculation:
* highest occupied orbital energy: -9.62 eV
* DFT total energy: -297.45590 Ha
* energy relative to the best compared isomer or geometry (same formula, charge and spin): 118.2 kcal/mol

***

Among the records above, which one has the highest highest occupied orbital energy? C2H4N3O2S3

***

What did the fourth record say?
The following is a quantum chemistry calculation of a 2-piece molecular cluster, C2H4N4 overall, from OMol25.

The geometry in ORCA input format:
```
! RIJCOSX wB97M-V def2-TZVPD def2/J DEFGRID3
* xyz 0 1
C 1.27920 0.90518 0.46113
C 0.04138 1.66481 0.66995
N -1.36187 -1.89796 -0.47482
N -1.99663 -2.06238 0.45402
N -0.95451 -1.65178 -1.56172
N -0.05277 0.80234 -0.18693
H 2.26965 1.10396 -0.02645
H 1.33199 0.08842 1.19927
H -0.43802 2.35809 1.33930
H -0.11841 -1.31070 -1.87374
*
```

Values from the calculation:
* highest occupied orbital energy: -9.62 eV
* DFT total energy: -297.45590 Ha
* energy relative to the best compared isomer or geometry (same formula, charge and spin): 118.2 kcal/mol